1.
# C16H11F2N3O2

A cluster of 2 separate species, C16H11F2N3O2 in total in a non-equilibrium geometry (wB97M-V/def2-TZVPD, the OMol25 dataset).

Geometry as XYZ:
```
34
Properties=species:S:1:pos:R:3:forces:R:3
C -0.968 -2.029 0.404 -0.407 0.008 0.149
H 0.827 1.648 -4.850 0.103 -0.303 0.204
H -0.154 -2.453 -0.172 -0.158 0.143 0.400
H -1.768 0.963 -1.141 -0.020 -0.091 -0.048
C 1.940 -0.998 -2.954 -0.326 0.106 0.299
C -1.440 -2.754 1.497 0.071 0.266 -0.413
H -4.191 -0.844 2.276 0.285 -0.197 -0.082
C -2.778 -0.428 0.702 0.398 0.003 -0.545
C -3.286 -1.158 1.759 0.162 -0.046 -0.105
H 2.746 -1.734 -2.947 -0.246 0.327 -0.004
H -0.986 1.557 -3.136 0.447 -0.005 0.036
O 3.158 2.691 4.116 -0.843 -1.066 0.327
H 1.015 -1.745 -1.187 0.247 0.438 -0.217
C -0.123 0.889 -3.068 -0.314 -0.348 0.578
N 2.284 1.846 3.904 0.701 0.209 0.991
C 0.963 -0.986 -1.961 -0.114 -0.010 -0.370
C 0.684 1.025 2.121 0.918 1.270 -0.391
N 2.094 2.785 1.714 -1.029 -0.697 -0.936
C -2.583 -2.298 2.152 -0.242 -0.156 0.992
C 1.670 1.871 2.633 -0.271 0.248 -1.417
C -1.153 0.075 -1.026 0.803 -0.080 0.714
F 2.879 0.018 -4.884 -1.089 -0.172 0.937
H 0.207 0.264 2.718 -0.328 -0.221 -0.552
C 0.855 0.915 -4.043 0.021 -0.188 0.105
C 1.878 -0.030 -3.954 0.656 0.355 -0.582
C 1.345 2.480 0.634 0.392 -0.223 1.428
N 0.484 1.428 0.814 -0.221 -0.294 0.394
F -3.026 -2.982 3.250 0.451 0.644 -1.286
H -3.315 0.448 0.328 0.217 -0.181 0.379
H -0.933 -3.659 1.835 -0.254 0.278 -0.116
H 1.438 3.061 -0.284 -0.192 -0.371 0.158
C -1.583 -0.807 0.006 -0.753 -0.539 0.656
C -0.100 -0.039 -1.976 0.609 0.120 -1.056
O 1.920 0.979 4.718 0.330 0.773 -0.624
```
Forces are in eV/Å.

Summary:
2S+1 ... 1
Net charge ... 0
F_max ... 1.615 eV/A
E_LUMO ... -3.150 eV

2.
# C16H11F9N2

An isolated molecule of C16H11F9N2 in a non-equilibrium geometry (wB97M-V/def2-TZVPD, the OMol25 dataset).

Geometry as XYZ:
```
38
Properties=species:S:1:pos:R:3:forces:R:3
F 1.487 -3.799 -1.111 -1.443 -0.213 0.222
H 0.609 7.958 0.166 0.220 -0.637 0.061
F -1.856 -3.373 0.279 0.678 -0.715 -0.666
H -1.295 4.091 0.163 0.429 0.318 0.047
F -1.803 -4.926 -2.067 1.993 -0.107 0.753
C -0.485 -3.347 0.252 0.120 1.837 1.515
C -0.055 -1.920 0.574 0.661 -0.068 0.809
F 0.184 -5.350 -2.943 -0.353 0.225 1.440
H 1.880 -2.291 1.531 -0.140 0.465 0.030
C 0.712 6.869 0.298 -1.365 -0.020 -0.111
F 0.899 -6.463 -0.312 -0.012 0.929 -0.045
H 2.804 4.402 1.189 0.592 0.017 0.003
F -0.517 -7.445 -1.531 -0.605 1.054 0.150
H -1.035 2.022 0.216 -0.864 0.240 -0.129
C -0.378 4.681 0.295 -0.883 0.559 -0.233
H 1.866 2.189 1.045 -0.005 0.185 0.211
C 1.927 4.911 0.841 -0.212 -1.589 -0.023
N 1.230 -0.211 1.288 0.915 -1.084 0.312
C 0.814 4.071 0.618 0.402 0.386 0.427
C -0.445 -5.085 -1.751 -1.165 0.788 -1.772
C 0.124 -3.753 -1.152 -0.414 0.938 -0.436
C 1.122 -1.583 1.202 -0.259 0.321 -0.501
C -2.039 -0.512 -0.325 0.615 0.617 1.062
F -0.210 -2.681 -1.996 0.219 -1.790 0.864
F -1.209 -6.291 0.234 1.027 0.312 -1.959
C -0.319 -6.302 -0.828 -0.364 -2.677 1.464
H -1.909 0.223 -1.118 -0.042 0.041 0.053
C 0.900 2.620 0.796 -0.359 -0.897 -0.308
C -0.444 6.064 0.163 0.930 0.123 -0.023
C 1.909 6.268 0.650 -0.064 0.715 -0.111
C -0.092 1.722 0.591 1.357 0.219 0.095
N -0.705 -0.715 0.346 -1.036 -0.219 -1.337
H 2.807 6.874 0.774 -0.210 -0.263 0.071
F -0.051 -4.170 1.279 -0.090 0.508 -1.501
H -2.440 -1.415 -0.776 0.313 -0.054 0.267
C 0.157 0.288 0.742 -0.781 -0.452 0.085
H -1.397 6.499 -0.065 -0.236 0.333 -0.103
H -2.748 -0.120 0.442 0.432 -0.344 -0.680
```
Forces are in eV/Å.

Summary:
2S+1 ... 1
Net charge ... 0
F_max ... 3.073 eV/A
Energy relative to the best compared isomer or geometry (same formula, charge and spin) ... 0.0 kcal per mole
E_LUMO ... -0.025 eV

net charge of number 2 (C16H11F9N2)? 0

Repeat the first record exactly.
# C16H11F2N3O2

A cluster of 2 separate species, C16H11F2N3O2 in total in a non-equilibrium geometry (wB97M-V/def2-TZVPD, the OMol25 dataset).

Geometry as XYZ:
```
34
Properties=species:S:1:pos:R:3:forces:R:3
C -0.968 -2.029 0.404 -0.407 0.008 0.149
H 0.827 1.648 -4.850 0.103 -0.303 0.204
H -0.154 -2.453 -0.172 -0.158 0.143 0.400
H -1.768 0.963 -1.141 -0.020 -0.091 -0.048
C 1.940 -0.998 -2.954 -0.326 0.106 0.299
C -1.440 -2.754 1.497 0.071 0.266 -0.413
H -4.191 -0.844 2.276 0.285 -0.197 -0.082
C -2.778 -0.428 0.702 0.398 0.003 -0.545
C -3.286 -1.158 1.759 0.162 -0.046 -0.105
H 2.746 -1.734 -2.947 -0.246 0.327 -0.004
H -0.986 1.557 -3.136 0.447 -0.005 0.036
O 3.158 2.691 4.116 -0.843 -1.066 0.327
H 1.015 -1.745 -1.187 0.247 0.438 -0.217
C -0.123 0.889 -3.068 -0.314 -0.348 0.578
N 2.284 1.846 3.904 0.701 0.209 0.991
C 0.963 -0.986 -1.961 -0.114 -0.010 -0.370
C 0.684 1.025 2.121 0.918 1.270 -0.391
N 2.094 2.785 1.714 -1.029 -0.697 -0.936
C -2.583 -2.298 2.152 -0.242 -0.156 0.992
C 1.670 1.871 2.633 -0.271 0.248 -1.417
C -1.153 0.075 -1.026 0.803 -0.080 0.714
F 2.879 0.018 -4.884 -1.089 -0.172 0.937
H 0.207 0.264 2.718 -0.328 -0.221 -0.552
C 0.855 0.915 -4.043 0.021 -0.188 0.105
C 1.878 -0.030 -3.954 0.656 0.355 -0.582
C 1.345 2.480 0.634 0.392 -0.223 1.428
N 0.484 1.428 0.814 -0.221 -0.294 0.394
F -3.026 -2.982 3.250 0.451 0.644 -1.286
H -3.315 0.448 0.328 0.217 -0.181 0.379
H -0.933 -3.659 1.835 -0.254 0.278 -0.116
H 1.438 3.061 -0.284 -0.192 -0.371 0.158
C -1.583 -0.807 0.006 -0.753 -0.539 0.656
C -0.100 -0.039 -1.976 0.609 0.120 -1.056
O 1.920 0.979 4.718 0.330 0.773 -0.624
```
Forces are in eV/Å.

Summary:
2S+1 ... 1
Net charge ... 0
F_max ... 1.615 eV/A
E_LUMO ... -3.150 eV